{"formula": "C2H12N3ORu", "method": "the ωB97M-V functional and the def2-TZVPD basis", "elements": ["C", "Ru", "N", "H", "H", "H", "H", "H", "H", "H", "H", "N", "C", "N", "O", "H", "H", "H", "H"], "xyz": [[-0.77, 1.20, -2.54], [-0.01, 0.05, -0.04], [1.00, -1.54, -1.04], [-0.82, 1.22, 0.31], [-0.08, 1.30, -1.63], [-1.32, 2.15, -2.68], [-1.49, 0.39, -2.35], [-0.23, 0.97, -3.45], [0.76, -2.48, -0.69], [2.03, -1.46, -0.99], [0.76, -1.53, -2.04], [1.08, 0.39, 3.92], [0.05, -0.09, 3.18], [-1.06, -0.39, 3.90], [0.10, -0.21, 1.93], [1.05, 0.40, 4.92], [1.93, 0.69, 3.43], [-1.90, -0.71, 3.41], [-1.05, -0.37, 4.90]], "max_force_ev_per_a": 3.99, "orbital_gap_ev": [7.428, 8.134], "spin_multiplicity": 5, "total_charge": 1, "de_lowest_kcal_mol": 7.0, "lumo_ha": [-0.10212, -0.16755]}